DFT (the ωB97M-V functional and the def2-TZVPD basis) results for a structure of composition C29H17ClEuF5IN4O6S2.

Summary:
**Total charge**: -2
**Spin multiplicity**: 8
**DFT total energy**: -123800.9497 eV
**HOMO-LUMO gap (alpha / beta)**: 4.940 / 6.573 eV

Last column: Mulliken charge in e.
Cartesian coordinates (Å):
Eu 0.21389 0.59556 0.90207  1.10
I -0.21985 3.50287 -1.16908  0.19
C -0.65097 2.49228 -2.91915  0.21
C -1.01588 3.22882 -4.01135  -0.65
C -1.31127 2.57611 -5.23419  -0.45
C -1.22899 1.21992 -5.31253  -0.90
C -0.85557 0.44033 -4.18362  1.22
C -0.78698 -0.97461 -4.28737  -1.00
C -0.42635 -1.69935 -3.18779  -1.37
C -0.14261 -1.05256 -1.95712  -0.20
C -0.18969 0.31389 -1.74556  -0.39
C -0.54804 1.05700 -2.92943  0.58
H -1.07841 4.30706 -3.94339  0.36
H -1.59867 3.16241 -6.10055  0.35
H -1.44783 0.70624 -6.24497  0.31
H -1.00848 -1.45211 -5.23841  0.27
H -0.36105 -2.78382 -3.25420  0.47
H 0.09296 -1.71754 -1.12934  0.32
O 0.03691 -1.71656 1.17928  -0.50
Cl 0.92394 -2.18884 2.28896  1.11
O 1.85725 -3.17455 1.65130  -0.83
O 2.53084 -1.05113 -0.00007  -0.20
O 0.12015 -2.91384 3.27311  -0.69
N -4.21412 -3.79358 -2.59239  -0.34
C -4.46325 -3.68092 -1.25050  -0.03
O -5.09195 -4.52819 -0.64205  -0.66
C -3.87584 -2.45876 -0.61104  0.94
C -3.66726 -1.30402 -1.35128  -0.55
C -3.03861 -0.23886 -0.73468  -0.69
N -2.61855 -0.26577 0.52698  -0.14
C -2.87365 -1.35697 1.24754  -0.13
C -3.50831 -2.47713 0.72203  -0.80
H -4.49364 -4.64973 -3.03616  0.22
H -3.49701 -3.22928 -3.01446  0.21
H -3.96846 -1.21084 -2.38645  0.63
H -2.83248 0.66709 -1.29076  0.55
H -2.51640 -1.33469 2.26910  0.26
H -3.65637 -3.36211 1.32589  0.44
S 5.00088 3.07979 0.50283  -0.33
C 3.26896 2.85170 0.63393  -0.33
N 2.85624 1.64847 0.45660  0.59
C 3.93214 0.80469 0.20239  -0.39
C 3.78653 -0.57766 0.01903  0.35
C 4.92407 -1.34419 -0.14296  -0.81
C 6.19177 -0.73793 -0.14559  -0.40
C 6.35159 0.62394 0.01179  -0.64
C 5.19007 1.38715 0.19516  0.58
H 2.61468 3.67768 0.89359  0.40
H 2.45806 -1.96040 0.36827  0.10
H 4.82462 -2.41610 -0.26560  0.44
H 7.06864 -1.36223 -0.27501  0.35
H 7.33465 1.07647 0.00959  0.37
F -3.10560 0.68368 3.73583  -0.38
C -1.80631 0.80603 4.19527  0.16
C -0.73428 0.56751 3.39964  0.05
C 0.45354 0.73606 4.04241  0.41
F 1.63999 0.58267 3.33798  -0.30
C 0.62897 1.10854 5.35835  -0.29
F 1.84181 1.26064 5.93364  -0.36
C -0.50366 1.34312 6.11334  0.86
F -0.40245 1.71321 7.40880  -0.36
C -1.74000 1.19404 5.52350  -0.14
F -2.84539 1.42912 6.27209  -0.35
O 1.41765 5.18276 2.15505  -0.66
S 0.39792 4.15672 2.50691  0.03
N 0.36552 2.83072 1.92476  -0.22

---

DFT (the ωB97M-V functional and the def2-TZVPD basis) results for a structure of composition C29H17I2N2O3RuS5.

Summary:
**Total charge**: -2
**Spin multiplicity**: 2
**DFT total energy**: -112433.1629 eV
**HOMO-LUMO gap (alpha / beta)**: 3.878 / 3.837 eV

Last column: Mulliken charge in e.
Cartesian coordinates (Å):
Ru 0.10245 1.07927 0.22168  0.08
I -0.23667 3.04959 2.17200  0.02
C 0.93783 1.72299 3.45358  0.20
C 1.03710 2.05229 4.78509  -0.40
C 1.82766 1.27214 5.62395  -0.49
C 2.54554 0.22333 5.10185  -0.97
C 2.50855 -0.07549 3.72390  1.27
C 3.28342 -1.11347 3.18056  -0.84
C 3.22660 -1.39083 1.83549  -0.92
C 2.36120 -0.68752 0.99876  -0.03
C 1.55691 0.33681 1.47256  -0.79
C 1.66575 0.68223 2.84825  1.07
H 0.47629 2.88326 5.17924  0.38
H 1.85488 1.48413 6.68458  0.36
H 3.15162 -0.39925 5.74435  0.36
H 3.94463 -1.66778 3.83434  0.32
H 3.84201 -2.18031 1.42296  0.37
H 2.33318 -0.94858 -0.05368  0.64
O -1.80425 1.40257 -0.62608  -0.21
C -2.98942 0.95897 -0.59393  -0.23
C -3.96585 1.52869 -1.46081  -0.74
C -5.26922 1.11065 -1.46694  -0.33
C -5.67584 0.07713 -0.62709  -0.76
C -4.75480 -0.51992 0.20843  -0.58
C -3.42316 -0.10748 0.26101  0.24
C -2.48490 -0.78263 1.12986  0.39
N -1.32827 -0.34459 1.60840  0.15
C -0.83820 -1.33061 2.40939  0.07
C -1.69574 -2.38470 2.43145  -1.18
N -2.74379 -2.02505 1.62986  -0.01
H -3.63547 2.30874 -2.13094  0.44
H -5.98973 1.58186 -2.12502  0.38
H -6.70296 -0.26360 -0.63284  0.34
H -5.08921 -1.31993 0.85960  0.36
H 0.08914 -1.22890 2.93639  0.18
H -1.65027 -3.33079 2.93566  0.42
H -3.49295 -2.62365 1.33248  0.25
S 4.00733 7.21837 -3.22840  -0.40
C 3.27541 5.91383 -2.52114  0.09
S 1.59689 5.49054 -2.80167  -0.13
C 1.55076 4.04713 -1.79314  0.00
C 2.72235 3.73363 -1.12946  0.05
S 2.92456 2.41424 -0.10415  -0.41
S 4.08315 4.82138 -1.40876  -0.14
S 0.11512 3.16801 -1.71466  -0.31
I 1.35912 -4.99365 -6.66950  -0.03
C 0.84170 -3.62362 -5.11850  0.01
C 1.67125 -2.54429 -4.86202  -0.53
C 1.38246 -1.72029 -3.79200  -0.36
C 0.28042 -1.97732 -2.97632  -0.03
C -0.53916 -3.06812 -3.26623  -0.27
C -0.26501 -3.89882 -4.33170  -0.48
C -0.02596 -1.13670 -1.75608  0.76
O -0.94947 -1.49622 -1.01922  -0.46
O 0.73296 -0.14531 -1.57674  -0.76
H 2.52893 -2.35505 -5.49276  0.37
H 2.01589 -0.87493 -3.56920  0.46
H -1.38728 -3.25263 -2.62347  0.42
H -0.89547 -4.74972 -4.55323  0.35

---

Relative energy (zero: lowest compared OMol25 entry of this formula, charge and spin) readings, ordered: 0.290; 2.769 eV